Entry 1:
Molecular formula: C5H7N3
Method: DFT, wB97M-V/def2-TZVPD

```
15
C5H7N3 (wB97M-V/def2-TZVPD)
C 0.097 -1.194 0.949
C 0.039 -0.154 -0.150
C -0.060 1.303 0.156
N 0.473 -1.683 -1.819
C -0.663 1.815 1.239
N 0.251 -0.410 -1.421
C 0.173 2.115 -1.051
N 0.466 2.937 -1.819
H -0.390 -2.225 -1.874
H 1.127 -2.198 -1.233
H -0.645 -1.974 0.749
H -0.104 -0.777 1.934
H 1.090 -1.653 0.968
H -0.830 2.888 1.313
H -1.025 1.212 2.062
```

Results
- gap between HOMO and LUMO (eV) = 8.7
- energy above the lowest of the compared OMol25 structures with the same formula, charge and spin (kcal per mole) = 77.5
- SMILES string = C=C(C#N)/C(C)=N/N
- E_tot (a.u.) = -358.89482
- molecular weight (u) = 109.132
- highest occupied orbital energy (eV) = -8.8

***

Entry 2:
Molecular formula: C8H19NO3Si
Method: DFT, wB97M-V/def2-TZVPD

```
32
C8H19NO3Si (wB97M-V/def2-TZVPD)
O -1.573 -1.276 -1.901
O -0.672 -0.681 0.842
O 1.875 0.174 0.712
N -0.327 1.005 -1.246
C -2.185 -0.112 -2.342
C -1.438 0.464 0.924
C 1.927 -0.028 -0.655
C -1.167 1.021 -2.448
C -0.935 1.563 0.010
C 1.157 1.038 -1.464
C 1.381 -2.550 1.547
C 0.974 -0.081 3.334
Si 0.828 -0.752 1.584
H -1.065 -1.064 -1.085
H -3.022 0.154 -1.656
H -2.651 -0.311 -3.317
H -2.458 0.156 0.669
H -1.500 0.747 1.977
H 1.480 -1.013 -0.869
H 3.017 -0.061 -0.885
H -1.666 1.970 -2.617
H -0.531 0.857 -3.327
H -1.679 2.324 -0.245
H -0.148 2.134 0.489
H 1.504 2.020 -1.212
H 1.382 0.863 -2.526
H 0.571 -3.255 1.422
H 2.084 -2.676 0.739
H 1.857 -2.829 2.481
H 0.932 1.013 3.340
H 1.912 -0.373 3.808
H 0.137 -0.444 3.915
```

Results
- gap between HOMO and LUMO (eV) = 9.3
- energy above the lowest of the compared OMol25 structures with the same formula, charge and spin (kcal per mole) = 0.0
- SMILES string = C[Si]1(C)OCCN(CCO)CCO1
- E_tot (a.u.) = -886.25772
- molecular weight (u) = 205.330
- highest occupied orbital energy (eV) = -8.4

***

- E_tot of number 1 (C5H7N3)?
  -358.89482 a.u.

***

- molecular weight of number 2 (C8H19NO3Si)?
  205.330 u

***

- Among the records above, which one has the lowest highest occupied orbital energy?
  C5H7N3